Molecular formula: H18NO12
Method: DFT, the ωB97M-V functional and the def2-TZVPD basis

Computed properties:
- orbital gap (eV) = 9.6754
- net charge = -1
- lowest unoccupied orbital energy (eV) = 2.900

Last column: Mulliken charge in e.
Atoms and positions in Å:
N  24.2900  -8.9670  -5.4970  0.83
O  24.5980  -7.9630  -6.1880  -0.70
O  24.3290  -8.8490  -4.2080  -0.68
O  23.4410  -9.7860  -5.9870  -0.70
O  23.3750  -5.9700  -8.9000  -0.69
H  24.1050  -6.2090  -8.3920  0.32
H  23.4060  -5.0080  -8.6670  0.33
O  24.4120  -5.0880  -6.3900  -0.61
H  24.5670  -5.9930  -6.2530  0.42
H  24.5020  -4.7290  -5.5150  0.29
O  21.3440  -11.9470  -7.6190  -0.63
H  21.7480  -12.1190  -6.7310  0.36
H  21.1720  -12.7700  -8.0670  0.27
O  22.2160  -8.5990  -2.3340  -0.55
H  22.9900  -8.5220  -2.8680  0.32
H  22.4490  -8.2710  -1.4890  0.29
O  21.9210  -7.6880  -7.2390  -0.68
H  22.3270  -7.0020  -7.8050  0.43
H  22.6380  -8.1810  -6.8750  0.34
O  22.9090  -12.7300  -5.2800  -0.68
H  22.9830  -12.4090  -4.3720  0.34
H  23.6040  -12.2800  -5.7420  0.32
O  24.3870  -6.3910  -2.5750  -0.63
H  24.5550  -6.8880  -1.7970  0.26
H  24.6810  -6.9870  -3.2890  0.36
O  24.8640  -10.4450  -1.8730  -0.62
H  25.0280  -10.0420  -2.7360  0.36
H  25.1830  -9.7420  -1.2990  0.26
O  21.3340  -10.3220  -4.5450  -0.61
H  20.6780  -10.9620  -4.7550  0.30
H  22.0540  -10.2930  -5.2020  0.39

Molecular formula: C46H55BN11OPdS
Method: DFT, the ωB97M-V functional and the def2-TZVPD basis

Computed properties:
- orbital gap (alpha / beta) (eV) = 8.5891 / 6.8834
- net charge = +1
- lowest unoccupied orbital energy (alpha / beta) (eV) = -2.038 / -3.743
- spin multiplicity = 3

Last column: Mulliken charge in e.
Atoms and positions in Å:
Pd  0.0775  -0.3709  -0.1368  0.56
C  -0.3221  -1.7994  5.1587  -1.37
C  0.5177  -1.4426  3.9783  0.48
C  1.8754  -1.6109  3.7799  -1.39
C  2.1407  -1.0549  2.5221  -0.30
N  1.0058  -0.6121  1.9804  -0.16
N  0.0173  -0.8371  2.8834  0.46
B  -1.3147  -0.0764  2.6946  -0.33
N  -0.9743  1.3303  2.1240  -0.64
N  -0.4143  1.4731  0.8982  2.38
C  -0.2675  2.7692  0.6588  -1.56
C  -0.7289  3.4952  1.7670  -1.26
C  -1.1669  2.5486  2.6695  0.33
C  -1.7678  2.7289  4.0228  -1.44
C  0.2469  3.2620  -0.6293  1.60
C  0.5893  2.3839  -1.6529  1.72
C  1.0136  2.8548  -2.8851  -0.74
C  1.1171  4.2217  -3.1046  -0.71
C  0.7939  5.1071  -2.0862  -0.92
C  0.3583  4.6314  -0.8598  -0.75
N  -2.2840  -0.7532  1.6959  0.73
N  -2.1114  -0.4904  0.3781  0.15
C  -3.2260  -0.8496  -0.2504  -0.80
C  -4.1247  -1.4005  0.6678  -1.29
C  -3.4944  -1.3104  1.8959  0.43
C  -3.9867  -1.6973  3.2492  -1.39
C  -3.4448  -0.5042  -1.6653  0.62
C  -4.3326  -1.2356  -2.4504  -0.42
C  -4.5937  -0.8543  -3.7607  -0.74
C  -3.9667  0.2612  -4.3023  -0.68
C  -3.0765  0.9952  -3.5248  -0.74
C  -2.8227  0.6192  -2.2131  0.29
C  3.4578  -0.8006  1.9080  1.09
C  4.5381  -1.6316  2.1871  -0.39
C  5.7899  -1.3620  1.6491  -0.98
C  5.9693  -0.2639  0.8207  -0.54
C  4.8947  0.5743  0.5440  -0.62
C  3.6495  0.3119  1.0905  -0.12
H  0.3116  -2.1668  5.9632  0.38
H  -1.0411  -2.5819  4.9102  0.20
H  -0.8818  -0.9405  5.5278  0.28
H  2.5853  -2.0033  4.4893  0.53
H  -1.8593  0.0357  3.7528  -0.18
H  -0.7631  4.5632  1.8991  0.61
H  -1.8463  3.7898  4.2507  0.42
H  -1.1560  2.2579  4.7927  0.26
H  -2.7650  2.2919  4.0735  0.27
H  0.5066  1.3152  -1.4585  -0.72
H  1.2598  2.1632  -3.6804  0.35
H  1.4486  4.5943  -4.0651  0.46
H  0.8744  6.1740  -2.2493  0.41
H  0.0969  5.3322  -0.0773  0.40
H  -5.1296  -1.7441  0.4857  0.54
H  -5.0298  -2.0009  3.1907  0.38
H  -3.9086  -0.8716  3.9558  0.26
H  -3.4138  -2.5347  3.6508  0.21
H  -4.8177  -2.1116  -2.0357  0.48
H  -5.2869  -1.4319  -4.3602  0.42
H  -4.1802  0.5631  -5.3202  0.46
H  -2.5963  1.8781  -3.9292  0.51
H  -2.1706  1.2228  -1.5970  0.74
H  4.4034  -2.4946  2.8291  0.36
H  6.6259  -2.0092  1.8825  0.43
H  6.9454  -0.0508  0.4045  0.42
H  5.0342  1.4469  -0.0823  0.47
H  2.8190  0.9819  0.9030  0.48
C  -0.0856  -0.1919  -7.1218  -1.65
C  -0.2397  -0.5007  -5.6393  1.17
C  -1.2319  -1.6269  -5.4086  -0.88
N  -1.3871  -1.9442  -3.9884  1.14
C  -0.6868  -2.7651  -3.2204  0.15
S  -0.7467  -2.6946  -1.5376  -0.45
N  0.1107  -3.7225  -3.8203  0.27
C  -0.1284  -4.5918  -4.9036  0.38
O  0.8164  -5.1530  -5.4031  -0.61
C  -1.5361  -4.8284  -5.3389  0.12
C  -2.6064  -4.7823  -4.4504  0.08
C  -3.8853  -5.0718  -4.9045  -0.72
C  -4.0937  -5.3895  -6.2394  -0.42
C  -3.0228  -5.4396  -7.1241  -0.67
C  -1.7416  -5.1727  -6.6722  -0.52
H  0.5977  0.6407  -7.2894  0.45
H  -1.0449  0.0750  -7.5716  0.37
H  0.3064  -1.0550  -7.6646  0.34
H  -0.5731  0.3870  -5.0921  -0.08
H  0.7166  -0.7955  -5.2083  -0.54
H  -0.9590  -2.5125  -5.9729  0.32
H  -2.2221  -1.3369  -5.7610  0.52
H  -2.0450  -1.3709  -3.4762  -1.16
H  0.9269  -3.9803  -3.2851  0.16
H  -2.4509  -4.5551  -3.4027  0.39
H  -4.7190  -5.0618  -4.2135  0.47
H  -5.0928  -5.6115  -6.5917  0.41
H  -3.1867  -5.6983  -8.1618  0.42
H  -0.8897  -5.2303  -7.3374  0.49
C  4.7203  -3.4495  -1.4557  -1.21
N  3.2798  -3.3129  -1.2380  0.36
C  2.7849  -4.1534  -0.1579  -0.95
C  2.6884  -2.0818  -1.4468  -0.90
N  1.9147  -1.5270  -0.5601  1.71
N  2.9520  -1.4961  -2.6398  0.64
C  2.6375  -0.1003  -2.8508  -0.76
C  3.3319  -2.2497  -3.8248  -1.17
H  5.2457  -3.4042  -0.4981  0.38
H  5.0939  -2.6426  -2.0781  0.38
H  4.9421  -4.4015  -1.9396  0.33
H  3.0793  -5.1838  -0.3562  0.39
H  1.6986  -4.1138  -0.1149  0.23
H  3.2046  -3.8622  0.8143  0.24
H  1.9972  -2.0141  0.3184  -0.39
H  1.6724  0.0116  -3.3568  -0.12
H  3.4104  0.3598  -3.4700  0.39
H  2.6054  0.4245  -1.8997  0.08
H  3.3017  -3.3159  -3.6250  0.47
H  4.3348  -1.9788  -4.1626  0.32
H  2.6370  -2.0327  -4.6345  0.23

Molecular formula: C3H8N2O2
Method: DFT, the ωB97M-V functional and the def2-TZVPD basis

Computed properties:
- orbital gap (eV) = 10.3430
- SMILES = NC(=O)NCCO
- net charge = 0
- lowest unoccupied orbital energy (eV) = 0.654

Last column: Mulliken charge in e.
Atoms and positions in Å:
C  0.7570  0.4258  0.6479  -0.98
C  -0.1729  1.6157  0.9398  -0.15
O  0.5456  2.7356  1.3973  -0.50
N  0.1056  -0.8214  0.3797  -0.16
C  -0.4259  -1.3076  -0.8019  0.50
N  0.3127  -1.0068  -1.9268  -0.35
O  -1.3342  -2.1083  -0.8353  -0.62
H  1.6359  0.5872  0.0218  0.43
H  1.2450  0.2654  1.6247  0.39
H  -0.7175  1.8369  0.0192  0.26
H  -0.8570  1.2621  1.7125  0.24
H  1.4665  2.4879  1.5472  0.31
H  -0.1780  -1.4050  1.1524  0.22
H  1.0558  -0.3315  -1.9170  0.18
H  -0.0547  -1.2486  -2.8291  0.22

In the order shown, the computed ΔE to the lowest compared entry with this formula, charge and spin values come out to 60.36; 3.24; 20.38 kcal/mol.